The following is a quantum chemistry calculation of a cluster of 11 separate species, C30H80F2N11O14S2 in total in a non-equilibrium geometry, from OMol25.

For the orbital gap, the calculation gives 7.889 eV. The value obtained for the HOMO energy is -27.77 eV. The relative energy (zero: lowest compared OMol25 entry of this formula, charge and spin) is 1283.83 kJ/mol. The strongest force on any atom is 9.98 eV/Å. The total charge is +9.

Each line ends with the Löwdin charge.
Element x y z (Å)
N1 0.70 1.19 -0.05  -0.28
S1 0.59 0.28 1.16  0.42
O1 1.15 -1.07 1.11  -0.30
O2 -0.51 0.48 2.03  -0.23
F1 1.79 1.05 1.97  -0.20
S2 -0.66 0.44 -0.83  0.60
O3 -1.92 1.02 -0.46  -0.26
O4 -0.48 -0.95 -1.19  -0.26
F2 -0.45 1.19 -2.25  -0.20
C1 0.09 -2.60 4.16  0.04
C2 0.21 -1.37 4.99  -0.39
O5 1.10 -0.59 4.86  0.15
N2 -0.79 -1.17 6.10  0.11
H1 -1.11 -2.02 6.57  0.20
H2 -0.24 -0.69 6.81  0.20
C3 -2.02 -0.41 5.55  0.08
H3 -0.94 -2.83 3.87  0.10
H4 0.62 -3.42 4.64  0.12
H5 0.54 -2.38 3.19  0.06
H6 -2.65 -0.29 6.43  0.13
H7 -2.50 -1.16 4.92  0.10
H8 -1.65 0.49 5.08  0.11
C4 -5.15 -0.33 2.04  0.03
C5 -5.87 -0.35 0.75  -0.40
O6 -7.01 -0.11 0.59  0.28
N3 -4.97 -0.58 -0.49  0.10
H9 -4.18 -1.18 -0.26  0.15
H10 -5.46 -1.18 -1.16  0.19
C6 -4.75 0.79 -1.12  0.01
H11 -5.66 -1.03 2.71  0.13
H12 -5.13 0.67 2.48  0.12
H13 -4.11 -0.66 2.01  0.07
H14 -3.96 0.86 -1.86  0.07
H15 -4.68 1.63 -0.42  0.12
H16 -5.69 0.89 -1.66  0.13
C7 2.40 -1.57 -2.29  0.03
C8 3.13 -0.27 -2.53  -0.39
O7 3.91 -0.17 -3.42  0.24
N4 2.81 1.02 -1.80  0.08
H17 2.57 1.80 -2.41  0.18
H18 1.94 0.94 -1.22  0.06
C9 4.03 1.35 -0.89  0.09
H19 2.14 -1.68 -1.23  0.05
H20 2.96 -2.41 -2.71  0.12
H21 1.47 -1.57 -2.86  0.08
H22 3.74 2.14 -0.19  0.09
H23 4.91 1.58 -1.48  0.13
H24 4.05 0.41 -0.34  0.09
C10 1.72 -4.30 0.09  0.03
C11 1.12 -5.67 0.00  -0.40
O8 1.00 -6.37 -0.96  0.21
N5 0.85 -6.34 1.35  0.09
H25 1.34 -5.93 2.14  0.17
H26 -0.17 -6.26 1.45  0.17
C12 1.23 -7.86 1.42  0.10
H27 2.79 -4.42 0.25  0.13
H28 1.30 -3.60 0.81  0.07
H29 1.62 -3.82 -0.89  0.07
H30 2.30 -8.00 1.27  0.13
H31 0.63 -8.30 0.62  0.11
H32 0.93 -8.19 2.41  0.12
C13 1.54 6.46 0.17  0.07
C14 1.46 4.99 0.55  -0.37
O9 2.36 4.46 1.13  0.15
N6 0.44 4.02 -0.08  0.08
H33 0.55 4.17 -1.08  0.17
H34 0.70 3.05 0.20  0.09
C15 -0.95 4.21 0.52  0.06
H35 2.26 6.60 -0.64  0.13
H36 1.95 7.01 1.02  0.12
H37 0.57 6.79 -0.19  0.10
H38 -0.88 3.88 1.55  0.10
H39 -1.51 3.48 -0.06  0.07
H40 -1.34 5.20 0.32  0.12
C16 -4.01 5.96 -6.27  0.06
C17 -3.99 5.60 -4.81  -0.38
O10 -4.78 6.00 -4.04  0.24
N7 -2.75 4.75 -4.36  0.09
H41 -2.06 4.66 -5.11  0.17
H42 -2.17 5.23 -3.66  0.17
C18 -3.21 3.41 -3.80  0.01
H43 -4.94 6.40 -6.63  0.13
H44 -3.65 5.15 -6.90  0.10
H45 -3.32 6.82 -6.25  0.13
H46 -4.01 3.64 -3.10  0.10
H47 -2.37 3.00 -3.25  0.07
H48 -3.63 2.82 -4.61  0.11
C19 -0.42 0.75 -5.19  0.01
C20 0.28 -0.18 -6.11  -0.37
O11 1.34 -0.65 -5.95  0.22
N8 -0.68 -0.76 -7.20  0.09
H49 -1.42 -1.34 -6.82  0.18
H50 -1.14 0.05 -7.62  0.19
C21 0.08 -1.61 -8.20  0.06
H51 -0.73 1.66 -5.71  0.11
H52 0.22 1.02 -4.36  0.06
H53 -1.32 0.25 -4.81  0.09
H54 0.80 -1.01 -8.75  0.13
H55 -0.66 -2.10 -8.83  0.13
H56 0.48 -2.43 -7.61  0.11
C22 1.00 5.91 4.44  0.07
C23 0.81 4.44 4.46  -0.38
O12 -0.09 3.85 3.93  0.13
N9 1.74 3.71 5.42  0.12
H57 2.24 4.38 6.02  0.20
H58 1.11 3.30 6.11  0.19
C24 2.51 2.53 4.84  0.04
H59 1.58 6.29 5.28  0.12
H60 -0.02 6.26 4.27  0.13
H61 1.64 6.16 3.58  0.11
H62 3.03 2.16 5.73  0.12
H63 3.03 2.59 3.90  0.10
H64 1.72 1.80 4.68  0.06
C25 -3.61 -6.16 -1.01  0.06
C26 -2.40 -5.93 -1.91  -0.37
O13 -2.05 -6.63 -2.78  0.25
N10 -1.55 -4.62 -1.78  0.09
H65 -1.45 -4.48 -0.78  0.15
H66 -0.63 -4.77 -2.21  0.16
C27 -2.20 -3.56 -2.61  0.01
H67 -3.37 -6.03 0.05  0.09
H68 -3.90 -7.20 -1.14  0.13
H69 -4.44 -5.52 -1.32  0.11
H70 -1.55 -2.69 -2.61  0.07
H71 -3.25 -3.34 -2.45  0.11
H72 -2.15 -3.86 -3.66  0.12
C28 7.26 -1.86 4.56  0.06
C29 5.96 -1.11 4.49  -0.38
O14 5.73 -0.12 5.09  0.20
N11 4.94 -1.64 3.48  0.10
H73 5.53 -2.10 2.77  0.18
H74 4.46 -2.41 3.95  0.18
C30 3.99 -0.56 2.92  0.02
H75 7.96 -1.56 5.34  0.13
H76 7.79 -1.79 3.61  0.12
H77 7.00 -2.92 4.67  0.11
H78 3.40 -1.15 2.22  0.07
H79 4.60 0.13 2.35  0.11
H80 3.51 -0.06 3.75  0.07


The following is a quantum chemistry calculation of the molecule C4H4 in a non-equilibrium geometry, from OMol25.

For the orbital gap, the calculation gives 10.181 eV. The value obtained for the HOMO energy is -9.35 eV. The relative energy (zero: lowest compared OMol25 entry of this formula, charge and spin) is 65.71 kJ/mol. The strongest force on any atom is 4.09 eV/Å. The SMILES is C#CC=C. The total charge is 0.

Each line ends with the Löwdin charge.
Element x y z (Å)
C1 -2.11 0.17 0.07  0.09
C2 -0.95 -0.15 -0.15  -0.17
C3 0.43 -0.54 -0.05  -0.20
C4 1.42 0.32 0.00  0.03
H1 -3.08 0.66 -0.06  0.04
H2 0.41 -1.67 0.15  0.13
H3 2.34 -0.09 0.30  0.05
H4 1.53 1.29 -0.25  0.03


The following is a quantum chemistry calculation of a structure of composition C20H35AsBrCoF6N6O8S2Si2 in a non-equilibrium geometry, from OMol25.

For the orbital gap (spin up / spin down), the calculation gives 5.592 / 5.710 eV. The value obtained for the HOMO energy (spin up / spin down) is -3.66 / -3.78 eV. The relative energy (zero: lowest compared OMol25 entry of this formula, charge and spin) is 44.39 kJ/mol. The strongest force on any atom is 1.31 eV/Å. The total charge is -1. The spin multiplicity is 4.

Each line ends with the Löwdin charge.
Element x y z (Å)
Co1 0.27 0.04 0.18  0.54
N1 0.71 0.09 -2.02  0.03
C1 -0.14 0.97 -2.81  -0.28
C2 0.61 1.79 -3.88  -0.14
C3 2.05 2.22 -3.60  -0.16
C4 2.38 2.90 -2.26  -0.14
N2 1.26 3.55 -1.60  0.12
C5 0.71 4.68 -1.95  -0.43
N3 1.35 5.49 -2.83  0.20
N4 -0.47 5.05 -1.43  0.20
C6 -1.00 1.90 -1.92  -0.68
O1 -1.70 2.74 -2.52  -0.04
O2 -0.93 1.76 -0.67  -0.15
H1 1.61 0.51 -1.82  0.04
H2 0.89 -0.80 -2.48  0.10
H3 -0.89 0.36 -3.32  0.14
H4 -0.02 2.65 -4.10  0.10
H5 0.66 1.20 -4.81  0.11
H6 2.35 2.87 -4.43  0.10
H7 2.71 1.34 -3.66  0.11
H8 3.20 3.62 -2.38  0.12
H9 2.73 2.17 -1.52  0.11
H10 0.83 2.98 -0.86  0.11
H11 2.33 5.36 -2.97  0.10
H12 0.99 6.42 -2.97  0.11
H13 -1.15 4.26 -1.40  0.10
H14 -0.87 5.90 -1.79  0.11
F1 2.38 -4.14 -0.46  0.14
C7 2.37 -4.28 0.86  -0.67
F2 1.48 -5.20 1.19  0.13
F3 3.58 -4.71 1.25  0.13
S1 1.96 -2.68 1.72  0.58
O3 0.87 -2.13 0.94  -0.39
O4 1.69 -3.09 3.06  -0.28
N5 3.30 -1.85 1.71  -0.27
S2 3.88 -1.05 0.49  0.58
O5 3.07 -1.08 -0.70  -0.30
O6 4.45 0.19 0.93  -0.26
C8 5.37 -2.03 0.03  -0.68
F4 5.04 -3.19 -0.54  0.13
F5 6.13 -2.29 1.09  0.14
F6 6.09 -1.32 -0.85  0.13
Br1 -1.21 -1.38 3.43  0.88
C9 0.28 -0.22 3.47  -0.70
C10 1.06 -0.22 4.62  -0.11
C11 2.11 0.68 4.69  -0.04
C12 2.33 1.53 3.63  0.01
C13 1.54 1.41 2.50  -0.17
N6 0.52 0.53 2.40  0.08
C14 1.82 2.25 1.28  -0.58
O7 2.30 3.37 1.43  0.05
O8 1.54 1.69 0.18  -0.15
H15 0.83 -0.92 5.41  0.10
H16 2.75 0.69 5.56  0.11
H17 3.12 2.27 3.62  0.12
C15 -1.07 -4.25 -0.73  -0.23
Si1 -2.44 -3.22 0.10  0.17
C16 -2.63 -3.88 1.86  -0.27
C17 -4.04 -3.69 -0.81  -0.25
As1 -1.98 -1.01 -0.38  0.77
Si2 -3.69 0.19 0.64  0.19
C18 -3.09 1.67 1.65  -0.23
C19 -4.78 0.88 -0.73  -0.25
C20 -4.83 -0.80 1.78  -0.24
H18 -1.45 -4.80 -1.59  0.02
H19 -0.63 -4.97 -0.03  0.01
H20 -0.26 -3.60 -1.07  0.00
H21 -3.01 -4.91 1.83  0.02
H22 -3.33 -3.27 2.43  -0.01
H23 -1.67 -3.87 2.38  -0.02
H24 -4.33 -4.73 -0.63  0.02
H25 -3.91 -3.54 -1.88  0.01
H26 -4.87 -3.05 -0.49  0.00
H27 -2.11 1.99 1.29  -0.01
H28 -3.00 1.42 2.71  0.01
H29 -3.77 2.52 1.56  0.02
H30 -4.22 1.59 -1.33  0.01
H31 -5.68 1.37 -0.34  0.02
H32 -5.10 0.07 -1.40  0.01
H33 -4.31 -1.15 2.67  -0.01
H34 -5.25 -1.67 1.27  0.00
H35 -5.66 -0.17 2.11  0.02


The following is a quantum chemistry calculation of a cluster of 2 separate species, C8H17N in total in a non-equilibrium geometry, from OMol25.

For the orbital gap, the calculation gives 9.582 eV. The value obtained for the HOMO energy is -8.55 eV. The relative energy (zero: lowest compared OMol25 entry of this formula, charge and spin) is 94.32 kJ/mol. The strongest force on any atom is 1.12 eV/Å. The SMILES is CC=C(C)C.C=CCN. The total charge is 0.

Each line ends with the Löwdin charge.
Element x y z (Å)
C1 -1.81 -1.60 1.03  -0.11
C2 -1.75 -0.15 0.67  -0.14
C3 -0.95 0.79 1.20  -0.37
C4 -1.05 2.22 0.73  -0.08
C5 0.08 0.52 2.26  -0.07
H1 -1.73 -2.21 0.12  0.07
H2 -1.01 -1.91 1.71  0.06
H3 -2.76 -1.83 1.51  0.07
H4 -2.47 0.14 -0.10  0.10
H5 -1.54 2.30 -0.24  0.08
H6 -0.05 2.66 0.62  0.07
H7 -1.61 2.82 1.46  0.08
H8 0.86 1.29 2.26  0.07
H9 -0.38 0.50 3.25  0.08
H10 0.60 -0.43 2.08  0.06
C6 1.27 1.18 -1.90  -0.01
C7 1.81 0.23 -1.14  -0.18
C8 1.55 -1.25 -1.20  -0.31
N1 0.79 -1.66 -2.37  -0.01
H11 0.53 0.96 -2.67  0.05
H12 1.52 2.23 -1.75  0.05
H13 2.51 0.53 -0.36  0.09
H14 1.02 -1.56 -0.30  0.10
H15 2.51 -1.77 -1.21  0.10
H16 0.81 -2.68 -2.43  0.07
H17 1.26 -1.32 -3.21  0.07


Question: Number 3 is which compound?
Answer: C20H35AsBrCoF6N6O8S2Si2